Below is 2 unconnected molecules or ions with the total composition C3H9NO in a non-equilibrium geometry, with properties calculated with ωB97M-V with the def2-TZVPD basis set.

ORCA input file:
```
! wB97M-V def2-TZVPD RIJCOSX def2/J DEFGRID3
* xyz -1 2
N 1.0970 0.0004 0.3243
C -0.2942 -0.0241 -0.1431
C -0.2236 2.4886 0.3732
C -0.8388 1.4296 -0.1462
H 1.8285 -0.4499 -0.1927
H 1.3419 0.7997 0.8729
H -0.8892 -0.5662 0.6364
H -0.3568 -0.4938 -1.1203
H -0.7018 3.4163 0.6708
H 0.8586 2.7666 0.3486
H -1.7728 1.5127 -0.6950
H -0.7770 -3.7446 -0.5228
H 0.5524 -3.2034 0.0537
O 0.1760 -3.9317 -0.4597
*
```

- Total energy: -6791.4912 eV
- Orbital gap (spin up / spin down): 0.1158 / 0.3292 Ha
- Relative energy (zero: lowest compared OMol25 entry of this formula, charge and spin): 140.4 kJ/mol
- Largest force on an atom: 0.047 Eh/bohr
- LUMO energy (spin up / spin down): 0.1582 / 0.1530 Ha
- HOMO energy (spin up / spin down): 1.156 / -4.795 eV

---

Below is 2 unconnected molecules or ions with the total composition C3H9NO in a non-equilibrium geometry, with properties calculated with ωB97M-V with the def2-TZVPD basis set.

ORCA input file:
```
! wB97M-V def2-TZVPD RIJCOSX def2/J DEFGRID3
* xyz 0 1
C 1.3640 -1.5586 0.0458
C 0.2369 -0.6764 -0.4308
C 0.4820 0.5952 -0.7651
N -0.4713 1.5977 -1.0341
H 1.0179 -2.2629 0.8077
H 2.1282 -0.9577 0.5314
H 1.7123 -2.2078 -0.7586
H -0.8044 -0.9125 -0.2370
H 1.4821 1.0074 -0.6564
H -0.0631 2.3842 -1.5363
H -1.3110 1.2233 -1.4477
H -1.8819 0.4665 1.0615
H -1.7026 0.9823 2.4574
O -2.1891 0.3192 1.9622
*
```

- Total energy: -6793.7854 eV
- Orbital gap: 0.3400 Ha
- Relative energy (zero: lowest compared OMol25 entry of this formula, charge and spin): 122.6 kJ/mol
- Largest force on an atom: 0.026 Eh/bohr
- Structure (SMILES): C/C=C/N.O
- LUMO energy: 0.0359 Ha
- HOMO energy: -8.274 eV

---

Below is 3 unconnected molecules or ions with the total composition C3H9NO in a non-equilibrium geometry, with properties calculated with ωB97M-V with the def2-TZVPD basis set.

ORCA input file:
```
! wB97M-V def2-TZVPD RIJCOSX def2/J DEFGRID3
* xyz 0 1
C -0.7175 1.4733 0.1980
C 0.1236 0.4808 -0.0514
C -0.2542 -0.9079 -0.3285
O -2.7672 -0.7893 -0.3183
N 2.6801 0.4008 0.2866
H -0.3971 2.4125 0.6425
H -1.7726 1.3417 -0.0015
H 1.2578 0.7232 0.2121
H 0.2013 -1.5433 0.4328
H -1.4444 -0.9115 -0.3508
H 0.0724 -1.2254 -1.3265
H -3.3203 -1.4997 0.0359
H 3.3508 0.2532 1.0380
H 2.9873 -0.2085 -0.4690
*
```

- Total energy: -6786.2308 eV
- Orbital gap: 0.1844 Ha
- Relative energy (zero: lowest compared OMol25 entry of this formula, charge and spin): 851.5 kJ/mol
- Largest force on an atom: 0.109 Eh/bohr
- LUMO energy: -0.1295 Ha
- HOMO energy: -8.541 eV

---

Below is 2 unconnected molecules or ions with the total composition C3H9NO in a non-equilibrium geometry, with properties calculated with ωB97M-V with the def2-TZVPD basis set.

ORCA input file:
```
! wB97M-V def2-TZVPD RIJCOSX def2/J DEFGRID3
* xyz 0 1
N -1.5469 -0.1887 0.4852
C -1.3736 0.5914 1.7925
C 0.8580 1.2352 2.6979
C 0.1006 0.3200 2.1420
H -0.6816 0.0303 -0.1150
H -2.5040 0.1757 0.1170
H -1.9996 0.1247 2.5572
H -1.6775 1.7356 1.6459
H 1.7796 0.9484 3.1480
H 0.2708 2.1054 2.9417
H 0.2977 -0.7458 1.9170
H 1.5678 -1.7878 -6.7839
H 2.4905 -2.4757 -5.8442
O 2.4182 -2.0688 -6.7013
*
```

- Total energy: -6792.6022 eV
- Orbital gap: 0.3889 Ha
- Relative energy (zero: lowest compared OMol25 entry of this formula, charge and spin): 236.7 kJ/mol
- Largest force on an atom: 0.077 Eh/bohr
- Structure (SMILES): C=CCN.O
- LUMO energy: 0.0406 Ha
- HOMO energy: -9.478 eV

---

Below is 2 unconnected molecules or ions with the total composition C3H9NO in a non-equilibrium geometry, with properties calculated with ωB97M-V with the def2-TZVPD basis set.

ORCA input file:
```
! wB97M-V def2-TZVPD RIJCOSX def2/J DEFGRID3
* xyz 0 1
C 0.1423 0.0865 -1.3665
C -0.9087 0.4228 -0.2680
C -2.2792 0.4170 -0.4219
N -0.3272 0.4663 0.9890
H 0.9425 0.7516 -1.3600
H 0.5876 -0.8814 -1.3569
H -0.1745 0.1703 -2.5271
H -3.0433 0.5693 0.5310
H -2.9628 0.3700 -1.2704
H 0.3740 -0.2455 1.2472
H -1.0230 0.6628 1.7088
H 3.0816 -1.2106 0.1278
H 2.7606 -0.2443 1.2865
O 2.5027 -1.0955 0.8786
*
```

- Total energy: -6793.0488 eV
- Orbital gap: 0.3191 Ha
- Relative energy (zero: lowest compared OMol25 entry of this formula, charge and spin): 193.6 kJ/mol
- Largest force on an atom: 0.078 Eh/bohr
- Structure (SMILES): C=C(C)N.O
- LUMO energy: 0.0261 Ha
- HOMO energy: -7.972 eV

---

Below is a molecular structure, C3H9NO in a non-equilibrium geometry, with properties calculated with ωB97M-V with the def2-TZVPD basis set.

ORCA input file:
```
! wB97M-V def2-TZVPD RIJCOSX def2/J DEFGRID3
* xyz 0 1
C -0.6171 1.3620 0.1837
C -0.2778 -0.0577 -0.2879
C 1.0772 -0.7751 0.2019
H -1.0730 1.5022 1.2323
H -1.3419 1.8638 -0.5696
H 0.2844 2.0780 0.0705
H -0.0917 0.1244 -1.3509
H -1.6292 -1.2395 0.9756
H -1.3840 -1.8747 -0.4517
H 1.1987 -1.7018 -0.4874
H 0.8875 -1.0652 1.2867
H 2.1521 0.6880 -0.9071
N -1.4667 -0.9242 -0.0002
O 2.2816 0.0198 0.1041
*
```

- Total energy: -6792.4482 eV
- Orbital gap: 0.3688 Ha
- Relative energy (zero: lowest compared OMol25 entry of this formula, charge and spin): 251.6 kJ/mol
- Largest force on an atom: 0.112 Eh/bohr
- LUMO energy: 0.0249 Ha
- HOMO energy: -9.357 eV